(1)
Molecular formula: C3H10N2S
Method: DFT, wB97M-V/def2-TZVPD

Structure (XYZ):
```
16
C3H10N2S | OMol25 | wB97M-V/def2-TZVPD
C -0.0029 1.9825 -1.1151
C 1.2107 1.6023 -0.2068
S 2.3482 0.4761 -1.0651
H -0.5502 1.2251 -1.7117
H 0.5188 2.6568 -1.8875
H -0.9961 2.5620 -0.8980
H 0.9722 1.0621 0.6901
H 1.8737 2.4621 -0.1024
N -1.7410 -1.5765 1.8582
C -1.0526 -2.3804 0.9192
N 0.1316 -2.8069 1.0506
H -1.5844 -1.6147 2.8042
H -2.5660 -1.1087 1.5784
H -1.8233 -2.5898 0.0670
H 0.7451 -3.1486 0.2817
H 2.5164 1.1964 -2.2628
```

structure (SMILES)	[H]/N=C/N.CCS
spin multiplicity	1
energy above the lowest of the compared OMol25 structures with the same formula, charge and spin	169.1	kJ/mol

These are the Löwdin partial charges, in e, on atoms 1 to 8:
1. C -0.206
2. C -0.618
3. S 0.627
4. H 0.052
5. H 0.070
6. H 0.088
7. H 0.042
8. H 0.046



(2)
Molecular formula: C3H2N2O2
Method: DFT, wB97M-V/def2-TZVPD

Structure (XYZ):
```
9
C3H2N2O2 | OMol25 | wB97M-V/def2-TZVPD
O -2.4743 -0.3914 -0.8439
C -1.7792 0.2774 -0.1257
C -0.3173 0.0052 0.0162
N 0.6265 0.8851 0.1263
C 1.7369 0.0811 0.1341
N 1.4882 -1.1956 0.0631
O 0.1142 -1.2511 -0.0245
H -2.1457 1.1356 0.4645
H 2.7508 0.4536 0.1899
```

structure (SMILES)	O=Cc1ncno1
spin multiplicity	1
energy above the lowest of the compared OMol25 structures with the same formula, charge and spin	154.9	kJ/mol

These are the Löwdin partial charges, in e, on atoms 1 to 8:
1. O 0.107
2. C -0.153
3. C -0.335
4. N 0.160
5. C -0.181
6. N 0.103
7. O 0.045
8. H 0.133



(3)
Molecular formula: C22H55BaN3O8
Method: DFT, wB97M-V/def2-TZVPD

Structure (XYZ):
```
89
C22H55BaN3O8 | OMol25 | wB97M-V/def2-TZVPD
Ba 1.9544 0.2050 2.0094
C 0.6372 -1.3562 -1.7405
C -0.4445 -0.6458 -0.9401
O 0.0160 -0.0476 0.1905
H 0.2128 -2.0660 -2.4619
H 1.2767 -1.9337 -1.0668
H 1.2756 -0.6763 -2.3112
H -1.2218 -1.4264 -0.7128
H -1.0126 0.0286 -1.6240
C 3.7298 1.3151 -1.3706
C 4.4049 0.0656 -0.7902
O 4.1682 -0.1119 0.5576
H 4.3101 1.7135 -2.2126
H 3.7146 2.1096 -0.6181
H 2.7108 1.1043 -1.6967
H 5.4971 0.1249 -0.9603
H 4.0512 -0.7942 -1.3952
C 0.4365 3.1410 0.3470
O 1.3924 2.6337 1.2838
C 2.1990 3.6766 1.7981
C 3.5418 3.1526 2.3184
N 3.4227 2.0858 3.3313
C 3.1312 2.7000 4.6201
C 2.8960 1.6816 5.6984
O 1.6415 1.0645 5.4966
C 1.3751 0.1191 6.4990
H -0.4822 2.5611 0.3441
H 0.8913 3.2675 -0.6337
H 0.0503 4.1180 0.6850
H 1.7079 4.2127 2.6232
H 2.3993 4.3955 1.0001
H 4.1410 3.9853 2.7065
H 4.0409 2.8007 1.4109
H 4.3468 1.6656 3.4186
H 2.2404 3.3267 4.5700
H 3.9596 3.3352 4.9691
H 2.8540 2.1894 6.6729
H 3.6955 0.9274 5.7402
H 1.8471 -0.8497 6.2971
H 0.2989 -0.0760 6.5309
H 1.6372 0.5078 7.4904
C -2.0673 0.3003 -5.5821
O -1.2557 -0.2753 -6.5722
C -0.2219 -1.0863 -6.0354
C -0.6305 -2.3254 -5.3028
N -1.0058 -3.4538 -6.1664
C -2.1819 -3.2103 -6.9955
C -3.5287 -3.3892 -6.3184
O -3.6171 -4.6759 -5.7680
C -4.7610 -4.8632 -4.9649
H -2.6722 -0.4578 -5.0670
H -2.7677 0.9549 -6.0982
H -1.4778 0.8475 -4.8404
H 0.3791 -0.4616 -5.3565
H 0.4594 -1.3687 -6.8401
H -1.3529 -2.1526 -4.4870
H 0.2446 -2.6506 -4.7266
H -1.2604 -4.2384 -5.5744
H -2.1264 -3.8120 -7.9125
H -2.1787 -2.2045 -7.4286
H -4.3242 -3.1923 -7.0567
H -3.6810 -2.6386 -5.5227
H -5.0120 -3.9466 -4.4150
H -4.5676 -5.6506 -4.2405
H -5.6272 -5.1364 -5.5794
C -3.4559 1.6193 1.6476
O -2.5817 2.6660 2.0362
C -2.3724 2.8339 3.4166
C -1.1038 2.1173 3.9476
N -0.7691 0.8952 3.2487
C -1.2726 -0.3405 3.8491
C -1.0482 -1.5803 3.0251
O 0.3452 -1.8266 2.9566
C 0.8415 -2.9604 2.2755
H -3.1666 1.3259 0.6418
H -4.4889 1.9776 1.7021
H -3.3737 0.7553 2.3065
H -3.2439 2.5220 4.0137
H -2.2703 3.9119 3.5610
H -1.2531 1.9021 5.0058
H -0.2666 2.8147 3.8438
H -0.9924 0.9653 2.2566
H -2.3445 -0.2794 4.0922
H -0.7194 -0.5082 4.7757
H -1.6080 -1.6444 2.0899
H -1.4403 -2.3858 3.6752
H 0.1860 -3.8208 2.4917
H 1.7887 -3.2547 2.7269
H 0.9006 -2.8483 1.1907
```

spin multiplicity	1

These are the Löwdin partial charges, in e, on atoms 1 to 8:
1. Ba 1.956
2. C -0.101
3. C -0.521
4. O -0.493
5. H 0.046
6. H 0.059
7. H 0.057
8. H 0.087



(4)
Molecular formula: C37H29NO5PS2SiZr
Method: DFT, wB97M-V/def2-TZVPD

Structure (XYZ):
```
77
C37H29NO5PS2SiZr | OMol25 | wB97M-V/def2-TZVPD
Zr -0.0902 -0.1777 -0.2137
O 3.2510 -1.1993 -3.0082
C 2.4315 -0.9108 -2.0211
O 1.2462 -0.6610 -2.1715
C 3.0357 -0.9213 -0.6634
C 4.3238 -1.2787 -0.3341
C 4.6628 -1.2855 1.0184
C 3.7170 -0.9371 1.9707
C 2.4518 -0.5811 1.5354
N 2.1373 -0.5779 0.2514
C 1.3303 -0.1388 2.4402
O 1.4478 -0.1129 3.6283
O 0.2483 0.2026 1.7314
H 2.7481 -1.1858 -3.8402
H 5.0313 -1.5493 -1.1047
H 5.6633 -1.5651 1.3203
H 3.9264 -0.9319 3.0316
S -2.3424 -1.2528 0.6254
P -1.2420 -2.9219 0.8870
S 0.1826 -2.8345 -0.5326
C -2.2791 -4.3743 0.7286
C -2.6039 -4.8542 -0.5400
C -3.4665 -5.9303 -0.6662
C -4.0091 -6.5214 0.4676
C -3.6883 -6.0440 1.7298
C -2.8207 -4.9708 1.8655
C -0.5085 -2.9815 2.5226
C 0.6545 -3.7241 2.7298
C 1.1878 -3.8238 4.0053
C 0.5653 -3.1874 5.0715
C -0.5895 -2.4475 4.8671
C -1.1281 -2.3405 3.5931
H -2.1817 -4.3894 -1.4225
H -3.7175 -6.3088 -1.6480
H -4.6833 -7.3617 0.3663
H -4.1082 -6.5102 2.6109
H -2.5625 -4.6093 2.8526
H 1.1378 -4.2215 1.8973
H 2.0874 -4.4026 4.1695
H 0.9870 -3.2622 6.0652
H -1.0624 -1.9390 5.6962
H -2.0150 -1.7432 3.4245
O -1.1634 0.7464 -1.5554
Si -0.7498 2.3524 -1.6858
C -1.5798 3.2846 -0.3286
C -2.3839 2.6557 0.6221
C -2.8911 3.3586 1.7120
C -2.6066 4.7058 1.8529
C -1.8209 5.3569 0.9046
C -1.3131 4.6517 -0.1711
C -0.9579 3.0802 -3.3524
C -0.1737 4.1661 -3.7568
C -0.3789 4.7645 -4.9927
C -1.3649 4.2784 -5.8404
C -2.1497 3.1998 -5.4560
C -1.9478 2.6058 -4.2183
C 1.1020 2.3410 -1.2218
C 1.5259 2.5396 0.0951
C 2.8810 2.6052 0.4364
C 3.8377 2.4691 -0.5457
C 3.4466 2.2741 -1.8776
C 2.1091 2.2107 -2.2046
H -2.6500 1.6085 0.5166
H -3.5096 2.8520 2.4412
H -3.0008 5.2573 2.6966
H -1.6103 6.4136 1.0070
H -0.7024 5.1755 -0.9004
H 0.6056 4.5549 -3.1098
H 0.2304 5.6062 -5.2954
H -1.5227 4.7424 -6.8056
H -2.9178 2.8230 -6.1186
H -2.5651 1.7628 -3.9284
H 0.7876 2.7208 0.8704
H 3.1683 2.7835 1.4655
H 4.8891 2.5404 -0.2951
H 4.1978 2.1995 -2.6544
H 1.8227 2.0816 -3.2431
```

spin multiplicity	1
total charge	+1
energy above the lowest of the compared OMol25 structures with the same formula, charge and spin	45.4	kJ/mol

These are the Löwdin partial charges, in e, on atoms 1 to 8:
1. Zr 1.456
2. O 0.192
3. C -0.475
4. O -0.046
5. C -0.194
6. C 0.054
7. C 0.015
8. C 0.062



(5)
Molecular formula: C2H4N2O
Method: DFT, wB97M-V/def2-TZVPD

Structure (XYZ):
```
9
C2H4N2O | OMol25 | wB97M-V/def2-TZVPD
C -1.3180 -0.4110 -0.6936
C 1.4627 0.5120 0.2121
H -2.0343 -1.3178 -1.1594
H -1.3843 0.7452 -1.0759
H 0.2277 -0.4101 1.7552
H 0.9229 0.6302 -0.8684
N -0.6422 -0.6704 0.2393
N 0.3320 -0.0155 0.8552
O 2.4336 0.9374 0.7353
```

structure (SMILES)	C=NNC=O
spin multiplicity	1
energy above the lowest of the compared OMol25 structures with the same formula, charge and spin	326.7	kJ/mol

These are the Löwdin partial charges, in e, on atoms 1 to 8:
1. C -0.127
2. C -0.335
3. H 0.131
4. H 0.118
5. H 0.130
6. H 0.153
7. N -0.131
8. N -0.006



no.,electronic energy (eV),LUMO energy (eV)
1,-17086.852,0.8530
2,-10216.584,-0.5563
3,-45246.589,0.0254
4,-90689.178,-3.8776
5,-7163.094,0.9791